No. 1
Molecular formula: C2H4N2S
Method: DFT, ωB97M-V/def2-TZVPD

Its max |F| is 3.81 eV/A. For the HOMO-LUMO gap, the calculation gives 8.9 eV. As for the HOMO energy: -8.77 eV. For the relative energy (zero: lowest compared OMol25 entry of this formula, charge and spin), the calculation gives 134.6 kJ/mol. The calculation puts the LUMO energy at 0.11 eV. As for the SMILES: C=NNC=S.

CARTESIAN COORDINATES (ANGSTROEM)
C  2.641  -0.319  0.114
C  -0.650  0.579  0.081
H  2.554  -1.402  0.400
H  3.643  0.098  0.036
H  0.394  -1.118  -0.309
H  -0.471  1.621  0.260
N  1.682  0.449  -0.101
N  0.505  -0.093  -0.163
S  -2.086  -0.203  0.019

Atomic forces in eV per Å
2.057 -1.424 0.432
0.288 -1.188 -0.681
-0.166 0.855 -0.539
-0.179 -0.070 0.244
0.176 0.858 0.242
-0.139 0.542 0.142
1.230 1.803 -0.160
-3.335 -1.840 0.126
0.068 0.465 0.194



No. 2
Molecular formula: C4H6LiLuO2
Method: DFT, ωB97M-V/def2-TZVPD

Its max |F| is 4.40 eV/A. For the HOMO-LUMO gap (alpha / beta), the calculation gives 4.8 / 4.8 eV. As for the HOMO energy (alpha / beta): -5.63 / -5.63 eV. For the relative energy (zero: lowest compared OMol25 entry of this formula, charge and spin), the calculation gives 0.0 kJ/mol. The calculation puts the LUMO energy (alpha / beta) at -0.85 / -0.85 eV.

CARTESIAN COORDINATES (ANGSTROEM)
O  -1.332  1.583  -0.081
Lu  0.470  2.654  -0.010
C  -1.692  0.249  -0.150
C  -0.599  -0.743  0.270
H  -2.574  0.049  0.498
H  -0.395  -0.569  1.341
H  -1.025  -1.759  0.237
H  -2.015  -0.030  -1.180
C  0.670  -0.735  -0.717
C  1.716  -0.253  0.206
O  2.234  -0.792  1.213
Li  3.097  2.097  1.130
H  0.444  -0.075  -1.572
H  1.001  -1.675  -1.187

Atomic forces in eV per Å
2.047 1.084 0.129
-1.453 -1.330 -0.216
-0.768 -1.203 -0.249
-0.460 -0.728 -0.760
0.331 0.202 -0.227
0.578 0.019 -0.581
0.015 0.326 -0.021
0.121 0.306 0.340
-0.605 -0.925 1.023
1.885 3.287 2.239
-1.183 0.023 -2.462
-0.175 -0.930 -0.107
0.359 0.216 0.462
-0.693 -0.346 0.429



No. 3
Molecular formula: C36H61BN3O15PS2
Method: DFT, ωB97M-V/def2-TZVPD

Its max |F| is 1.76 eV/A. For the HOMO-LUMO gap, the calculation gives 8.2 eV. As for the HOMO energy: -8.05 eV. The calculation puts the LUMO energy at 0.12 eV. As for the SMILES: NB(O)c1cc2c(c(P(O)(O)=S)c1)Nc1c(N)cccc1S2.CCOC(C)=O.CCOC(C)=O.CCOC(C)=O.CCOC(C)=O.CCOC(C)=O.CCOC(C)=O.

CARTESIAN COORDINATES (ANGSTROEM)
N  -4.152  -7.651  -0.854
B  -3.264  -7.081  -1.908
O  -3.703  -7.021  -3.232
C  -1.857  -6.510  -1.454
C  -1.267  -5.540  -2.299
C  -0.051  -4.966  -1.934
C  0.615  -5.327  -0.741
C  0.042  -6.317  0.080
P  0.831  -6.869  1.633
O  0.080  -8.277  2.050
O  2.383  -7.317  1.301
S  0.692  -5.575  3.054
C  -1.185  -6.900  -0.287
N  1.865  -4.725  -0.392
C  1.809  -3.294  -0.437
C  2.232  -2.494  0.639
N  2.707  -3.165  1.813
C  2.153  -1.098  0.537
C  1.689  -0.456  -0.617
C  1.264  -1.241  -1.703
C  1.323  -2.625  -1.583
S  0.760  -3.699  -2.911
H  -4.262  -6.907  -0.168
H  -3.709  -8.430  -0.380
H  -4.519  -6.509  -3.197
H  -1.778  -5.237  -3.204
H  0.669  -8.992  1.772
H  2.374  -7.652  0.393
H  -1.657  -7.645  0.343
H  2.511  -5.005  -1.132
H  3.079  -2.431  2.410
H  1.876  -3.520  2.282
H  2.453  -0.474  1.375
H  1.637  0.622  -0.713
H  0.893  -0.749  -2.594
O  0.704  3.429  0.877
C  1.799  3.529  1.368
O  2.858  3.059  0.688
C  4.219  3.298  1.059
C  4.711  2.274  2.059
C  1.999  4.083  2.756
H  4.352  4.321  1.414
H  4.791  3.211  0.136
H  4.153  2.327  2.993
H  5.766  2.432  2.282
H  4.583  1.267  1.657
H  1.890  3.279  3.482
H  1.228  4.830  2.937
H  2.952  4.574  2.902
O  -0.753  7.787  3.628
C  -1.448  7.244  2.810
O  -2.456  6.461  3.219
C  -3.453  5.936  2.330
C  -2.989  4.644  1.698
C  -1.151  7.346  1.333
H  -3.748  6.680  1.589
H  -4.330  5.752  2.948
H  -2.102  4.801  1.082
H  -3.772  4.215  1.073
H  -2.720  3.919  2.464
H  -0.436  6.571  1.059
H  -0.709  8.322  1.142
H  -2.032  7.268  0.700
O  -7.638  -4.303  -2.455
C  -7.177  -3.817  -3.450
O  -6.092  -3.027  -3.366
C  -5.339  -2.571  -4.494
C  -5.923  -1.299  -5.074
C  -7.847  -4.001  -4.791
H  -5.235  -3.358  -5.243
H  -4.338  -2.369  -4.116
H  -6.932  -1.458  -5.456
H  -5.300  -0.930  -5.888
H  -5.987  -0.530  -4.304
H  -8.610  -3.234  -4.918
H  -8.321  -4.979  -4.802
H  -7.159  -3.978  -5.634
O  -0.023  -1.123  -5.136
C  0.975  -1.078  -5.801
O  2.168  -1.094  -5.181
C  3.414  -1.250  -5.864
C  3.955  0.080  -6.347
C  0.921  -0.911  -7.300
H  3.328  -1.981  -6.669
H  4.096  -1.676  -5.129
H  3.291  0.542  -7.078
H  4.935  -0.051  -6.806
H  4.048  0.774  -5.512
H  0.863  0.150  -7.538
H  0.023  -1.405  -7.664
H  1.763  -1.359  -7.824
O  -5.381  1.660  2.303
C  -4.573  0.841  2.649
O  -3.269  1.076  2.434
C  -2.210  0.285  2.979
C  -1.889  -0.904  2.099
C  -4.996  -0.484  3.237
H  -2.429  -0.005  4.008
H  -1.347  0.949  3.020
H  -2.734  -1.589  2.025
H  -1.034  -1.453  2.497
H  -1.653  -0.573  1.088
H  -5.182  -1.188  2.428
H  -5.920  -0.330  3.790
H  -4.276  -0.907  3.933
O  4.434  4.475  4.534
C  5.118  5.444  4.729
O  6.447  5.294  4.836
C  7.366  6.391  4.866
C  7.554  6.923  6.271
C  4.506  6.807  4.946
H  7.066  7.170  4.164
H  8.309  5.989  4.499
H  6.625  7.325  6.675
H  8.305  7.713  6.283
H  7.876  6.123  6.937
H  4.258  6.920  6.000
H  3.591  6.868  4.361
H  5.141  7.631  4.628

Atomic forces in eV per Å
0.018 0.632 -0.795
-0.103 -0.684 0.594
0.759 0.898 1.023
0.407 0.302 -1.239
0.341 -0.374 0.893
0.581 0.586 0.416
-0.882 -0.536 -0.078
-0.047 -0.615 -0.237
0.142 0.662 0.915
0.891 0.883 -0.800
-1.635 -0.084 -0.168
-0.079 -0.476 -0.227
-0.016 0.457 -0.335
-0.039 -0.159 -0.322
-0.287 1.704 -0.330
-0.140 -0.670 -0.022
-0.316 1.353 -0.315
-0.006 0.365 -0.397
0.030 -1.175 -0.379
0.221 0.337 0.625
-0.100 -0.935 0.080
-0.275 0.027 0.133
-0.101 -0.292 0.329
-0.087 -0.015 0.138
-0.535 -0.539 -0.323
0.090 0.003 -0.018
-0.193 -0.269 0.131
0.426 0.021 -0.071
0.226 0.029 0.095
0.200 -0.029 0.153
0.083 -0.239 0.199
0.319 -0.559 0.092
0.033 -0.185 0.062
0.062 -0.037 0.289
-0.064 -0.288 -0.069
0.059 -0.040 -0.182
-0.254 -0.017 0.483
0.021 -0.036 -0.524
0.221 -0.097 0.231
-0.173 -0.137 0.092
-0.091 0.527 -0.339
-0.082 -0.022 0.095
-0.159 -0.004 -0.090
0.088 0.122 0.043
-0.011 0.019 0.018
0.071 0.040 -0.098
0.094 0.000 0.026
-0.157 -0.188 0.017
0.128 -0.231 0.093
-0.042 -0.040 0.095
0.254 -0.137 -0.226
-0.230 0.236 0.337
-0.059 -0.319 -0.201
0.208 0.007 -0.126
-0.241 0.418 -0.171
0.102 0.046 0.014
0.104 0.068 0.149
-0.043 -0.018 -0.047
-0.028 -0.034 0.068
-0.118 -0.023 0.009
-0.051 -0.055 -0.009
0.154 -0.068 0.113
0.052 -0.206 -0.011
0.219 0.036 0.135
-0.409 0.094 -0.304
0.341 -0.152 0.384
-0.006 0.226 -0.218
-0.180 0.006 -0.003
0.276 -0.409 -0.243
-0.110 -0.028 0.011
-0.054 -0.071 0.154
0.036 -0.033 -0.069
0.019 -0.008 0.018
0.086 -0.008 0.006
0.025 0.027 -0.008
-0.143 0.086 0.144
-0.037 0.216 -0.011
0.017 0.022 0.099
-0.155 0.217 -0.215
0.071 -0.220 0.324
0.202 0.129 -0.135
-0.122 0.109 -0.042
0.053 -0.477 -0.179
-0.069 0.039 -0.028
-0.128 -0.015 0.103
0.034 -0.052 -0.058
0.000 -0.013 0.012
0.050 -0.055 0.031
0.036 0.009 0.007
-0.099 0.146 0.099
0.086 0.178 0.017
0.105 0.112 -0.015
-0.220 -0.294 -0.097
0.125 0.452 0.014
0.187 -0.264 -0.042
-0.133 -0.078 -0.101
0.029 0.070 0.506
-0.097 -0.029 -0.025
-0.099 0.127 -0.056
0.025 -0.038 0.088
0.007 0.002 -0.010
0.086 0.048 0.038
0.037 -0.009 -0.010
-0.084 0.032 -0.185
0.087 -0.094 -0.163
0.301 -0.043 0.062
-0.247 0.197 0.305
0.179 -0.283 -0.267
0.131 0.209 0.177
-0.146 -0.019 0.094
0.023 0.196 -0.489
-0.080 -0.005 0.035
-0.081 -0.141 -0.031
0.017 0.072 -0.046
0.005 -0.011 -0.015
0.065 -0.005 -0.048
0.018 0.004 0.011
-0.083 -0.124 0.153
0.064 0.003 0.190



No. 4
Molecular formula: C6H12
Method: DFT, ωB97M-V/def2-TZVPD

Its max |F| is 3.96 eV/A. For the HOMO-LUMO gap, the calculation gives 10.2 eV. As for the HOMO energy: -9.20 eV. For the relative energy (zero: lowest compared OMol25 entry of this formula, charge and spin), the calculation gives 233.5 kJ/mol. The calculation puts the LUMO energy at 1.02 eV. As for the SMILES: C=C(CC)CC.

CARTESIAN COORDINATES (ANGSTROEM)
C  1.852  1.928  0.018
C  1.116  0.638  -0.714
C  -0.012  0.025  0.076
C  -0.073  0.056  1.382
C  -0.781  -1.005  -0.763
C  -2.133  -1.548  -0.014
H  1.142  2.234  0.771
H  2.239  2.709  -0.660
H  2.678  1.478  0.519
H  0.690  0.832  -1.722
H  1.998  -0.129  -0.813
H  0.588  0.446  2.059
H  -0.994  -0.252  1.892
H  0.120  -1.767  -0.823
H  -1.037  -0.669  -1.778
H  -2.670  -0.888  0.680
H  -1.848  -2.426  0.726
H  -2.712  -2.131  -0.755

Atomic forces in eV per Å
-1.389 -2.046 -1.482
2.364 0.488 0.194
0.925 -0.675 -1.584
-3.059 -0.587 0.457
-0.239 -0.531 1.942
2.596 -2.952 0.442
-0.018 0.810 0.025
-0.581 -0.367 0.311
0.758 -0.034 0.520
0.689 0.214 0.467
-1.814 1.110 -0.222
1.858 1.438 1.064
0.429 -0.556 -0.251
-2.357 0.725 -0.259
0.213 0.022 0.359
0.028 0.333 -1.037
-0.131 1.672 -1.325
-0.271 0.938 0.379



No. 5
Molecular formula: C3H7NO
Method: DFT, ωB97M-V/def2-TZVPD

Its max |F| is 4.21 eV/A. For the HOMO-LUMO gap, the calculation gives 9.7 eV. As for the HOMO energy: -8.85 eV. For the relative energy (zero: lowest compared OMol25 entry of this formula, charge and spin), the calculation gives 369.7 kJ/mol. The calculation puts the LUMO energy at 0.81 eV. As for the SMILES: C=[N+]([O-])CC.

CARTESIAN COORDINATES (ANGSTROEM)
C  0.555  -1.348  -1.008
C  -1.032  0.795  0.553
C  0.391  0.290  0.711
N  0.867  -0.168  -0.608
O  1.703  0.574  -1.163
H  0.679  -1.606  -2.058
H  -0.258  -1.848  -0.430
H  -1.755  -0.020  0.738
H  -1.258  1.551  1.463
H  -1.253  1.367  -0.313
H  1.031  1.100  0.946
H  0.328  -0.687  1.169

Atomic forces in eV per Å
-2.422 -1.087 -0.505
-1.193 1.167 3.860
-1.853 -0.842 -1.867
1.490 0.068 0.124
0.147 0.798 -0.733
0.518 0.001 0.450
0.969 0.287 -0.509
0.212 0.404 -0.560
0.550 -1.635 -1.916
0.035 0.219 -0.975
0.947 0.044 0.960
0.601 0.575 1.671